A cluster of 9 separate species, C33H73BrN9O9S in total, computed with ωB97M-V/def2-TZVPD.

Bonds (Å) are listed after each position.
Geometry (Å):
1 C -3.16549 -1.39469 4.76915  C2 1.536, H14 1.093, H15 1.094, H16 1.094
2 C -3.85574 -0.21191 4.07275  C1 1.536, C3 1.522, C4 1.558, N12 1.489
3 C -2.86802 0.49919 3.15837  C2 1.522, H17 1.094, H18 1.089, H19 1.093
4 C -4.35962 0.79078 5.15361  C2 1.558, C5 1.526, H20 1.093, H21 1.096
5 C -5.86949 1.01264 5.12854  C4 1.526, S6 1.820, Br7 1.988, C8 1.524
6 S -6.20043 2.20950 3.79864  C5 1.820, H22 1.335
7 Br -6.37437 1.84118 6.86354  C5 1.988
8 C -6.69020 -0.26472 4.99987  C5 1.524, C9 1.557, H23 1.096, H24 1.092
9 C -6.25990 -1.19911 3.83063  C8 1.557, C10 1.551, C11 1.534, N12 1.486
10 C -6.09090 -2.65389 4.33988  C9 1.551, H25 1.091, H26 1.094, H27 1.094
11 C -7.31718 -1.20211 2.71892  C9 1.534, H28 1.095, H29 1.090, H30 1.092
12 N -4.98444 -0.71386 3.24210  C2 1.489, C9 1.486, O13 1.268
13 O -4.86746 -0.72306 1.97941  N12 1.268
14 H -3.82866 -1.90934 5.46858  C1 1.093
15 H -2.79600 -2.11686 4.03567  C1 1.094
16 H -2.29580 -1.02422 5.31887  C1 1.094
17 H -2.02450 0.86104 3.75300  C3 1.094
18 H -2.46508 -0.18430 2.41221  C3 1.089
19 H -3.36181 1.33805 2.66064  C3 1.093
20 H -4.05902 0.44767 6.14697  C4 1.093
21 H -3.87187 1.75660 4.97973  C4 1.096
22 H -7.36567 1.69385 3.40180  S6 1.335
23 H -7.73383 0.03534 4.85409  C8 1.096
24 H -6.64655 -0.80080 5.94991  C8 1.092
25 H -5.82850 -2.70722 5.39734  C10 1.091
26 H -7.01757 -3.21505 4.18438  C10 1.094
27 H -5.30399 -3.15788 3.77065  C10 1.094
28 H -8.30618 -1.29534 3.18056  C11 1.095
29 H -7.26762 -0.29755 2.11242  C11 1.090
30 H -7.17237 -2.04962 2.04531  C11 1.092
31 C 0.06352 -2.11856 1.64306  C32 1.512, H36 1.086, H37 1.091, H38 1.091
32 C 0.67262 -1.11745 2.59845  C31 1.512, O33 1.223, N34 1.352
33 O 0.04793 -0.67943 3.55427  C32 1.223
34 N 1.92057 -0.67800 2.31822  C32 1.352, C35 1.451, H39 1.008
35 C 2.77328 -1.03781 1.20049  N34 1.451, H40 1.092, H41 1.089, H42 1.084
36 H -0.94038 -2.34747 1.98876  C31 1.086
37 H 0.01406 -1.71400 0.63090  C31 1.091
38 H 0.65055 -3.03684 1.60604  C31 1.091
39 H 2.25600 0.01723 2.96624  N34 1.008
40 H 3.73274 -1.41831 1.55619  C35 1.092
41 H 2.94593 -0.17616 0.55797  C35 1.089
42 H 2.31158 -1.79898 0.58244  C35 1.084
43 C 4.23065 -0.68008 -3.98265  C44 1.508, H48 1.086, H49 1.091, H50 1.090
44 C 4.16223 -0.58211 -2.47980  C43 1.508, O45 1.224, N46 1.358
45 O 3.15750 -0.87066 -1.84378  C44 1.224
46 N 5.27118 -0.12261 -1.84394  C44 1.358, C47 1.451, H51 1.007
47 C 6.54041 0.28683 -2.41552  N46 1.451, H52 1.090, H53 1.092, H54 1.085
48 H 3.30586 -1.08640 -4.38169  C43 1.086
49 H 4.39221 0.30928 -4.41262  C43 1.091
50 H 5.05828 -1.32043 -4.28823  C43 1.090
51 H 5.18172 -0.09181 -0.84133  N46 1.007
52 H 7.35446 -0.34280 -2.05738  C47 1.090
53 H 6.75556 1.33075 -2.17652  C47 1.092
54 H 6.49904 0.19277 -3.49574  C47 1.085
55 C 0.22695 -1.13294 -4.39913  C56 1.512, H60 1.086, H61 1.091, H62 1.091
56 C 0.74466 -0.50748 -5.67458  C55 1.512, O57 1.224, N58 1.355
57 O 1.61168 -1.04775 -6.34856  C56 1.224
58 N 0.22857 0.69737 -6.01916  C56 1.355, C59 1.451, H63 1.008
59 C -0.83117 1.43282 -5.35564  N58 1.451, H64 1.092, H65 1.089, H66 1.083
60 H 0.74832 -2.07538 -4.25667  C55 1.086
61 H 0.41653 -0.47856 -3.54732  C55 1.091
62 H -0.84598 -1.32155 -4.45799  C55 1.091
63 H 0.66809 1.11168 -6.82553  N58 1.008
64 H -1.63187 1.65961 -6.06311  C59 1.092
65 H -0.46638 2.36188 -4.92045  C59 1.089
66 H -1.23523 0.84089 -4.54424  C59 1.083
67 C -0.79424 4.30616 3.94643  C68 1.514, H72 1.085, H73 1.091, H74 1.090
68 C -2.16965 3.88598 3.47354  C67 1.514, O69 1.222, N70 1.357
69 O -2.36505 3.47622 2.33944  C68 1.222
70 N -3.19130 3.98189 4.36182  C68 1.357, C71 1.451, H75 1.010
71 C -3.12952 4.36397 5.75982  N70 1.451, H76 1.092, H77 1.090, H78 1.085
72 H -0.10630 4.17998 3.11696  C67 1.085
73 H -0.78664 5.35054 4.26056  C67 1.091
74 H -0.46095 3.69730 4.78745  C67 1.090
75 H -4.09347 3.73208 3.98220  N70 1.010
76 H -3.50594 3.54162 6.37191  C71 1.092
77 H -3.72255 5.25367 5.97329  C71 1.090
78 H -2.09978 4.55448 6.04237  C71 1.085
79 C 1.14607 2.65028 -0.54975  C80 1.511, H84 1.086, H85 1.091, H86 1.091
80 C 0.13156 1.73693 -1.19668  C79 1.511, O81 1.225, N82 1.354
81 O 0.09955 1.56618 -2.40899  C80 1.225
82 N -0.74773 1.10275 -0.38538  C80 1.354, C83 1.451, H87 1.008
83 C -0.87906 1.18231 1.05743  N82 1.451, H88 1.090, H89 1.090, H90 1.086
84 H 1.76428 3.06670 -1.33918  C79 1.086
85 H 0.65954 3.45970 -0.00431  C79 1.091
86 H 1.77698 2.10022 0.14965  C79 1.091
87 H -1.39195 0.50438 -0.87825  N82 1.008
88 H -0.73557 0.20664 1.52256  C83 1.090
89 H -1.86699 1.54615 1.34038  C83 1.090
90 H -0.13476 1.86441 1.45843  C83 1.086
91 C 9.11024 -3.93578 -3.90641  C92 1.509, H96 1.086, H97 1.091, H98 1.091
92 C 9.41256 -2.70278 -3.09018  C91 1.509, O93 1.221, N94 1.364
93 O 8.68841 -2.31622 -2.18668  C92 1.221
94 N 10.54646 -2.01036 -3.39772  C92 1.364, C95 1.446, H99 1.007
95 C 11.52317 -2.30275 -4.42305  N94 1.446, H100 1.092, H101 1.092, H102 1.085
96 H 8.18784 -4.38979 -3.55723  C91 1.086
97 H 8.99954 -3.67922 -4.96152  C91 1.091
98 H 9.92132 -4.66074 -3.81781  C91 1.091
99 H 10.69688 -1.20199 -2.81561  N94 1.007
100 H 12.51262 -2.47661 -3.99549  C95 1.092
101 H 11.60325 -1.48690 -5.14419  C95 1.092
102 H 11.22921 -3.19782 -4.96157  C95 1.085
103 C -4.94326 3.87077 0.41201  C104 1.509, H108 1.086, H109 1.091, H110 1.089
104 C -6.29705 4.52763 0.29881  C103 1.509, O105 1.219, N106 1.364
105 O -7.33880 3.90441 0.41052  C104 1.219
106 N -6.31869 5.87302 0.07308  C104 1.364, C107 1.445, H111 1.007
107 C -5.19422 6.76878 -0.07586  N106 1.445, H112 1.092, H113 1.092, H114 1.086
108 H -5.09543 2.81123 0.59650  C103 1.086
109 H -4.36404 3.99408 -0.50428  C103 1.091
110 H -4.35704 4.28215 1.23200  C103 1.089
111 H -7.24800 6.25650 0.00807  N106 1.007
112 H -5.19826 7.54812 0.68929  C107 1.092
113 H -5.19412 7.25466 -1.05386  C107 1.092
114 H -4.26817 6.21058 0.02120  C107 1.086
115 C 4.14728 -4.21287 -4.17064  C116 1.510, H120 1.085, H121 1.091, H122 1.091
116 C 5.08770 -5.38815 -4.29683  C115 1.510, O117 1.221, N118 1.359
117 O 6.18926 -5.38980 -3.77013  C116 1.221
118 N 4.66277 -6.45629 -5.02117  C116 1.359, C119 1.447, H123 1.008
119 C 3.40101 -6.61995 -5.71050  N118 1.447, H124 1.091, H125 1.091, H126 1.085
120 H 4.63804 -3.46683 -3.55509  C115 1.085
121 H 3.90793 -3.78524 -5.14512  C115 1.091
122 H 3.21630 -4.50546 -3.68358  C115 1.091
123 H 5.33115 -7.20907 -5.06402  N118 1.008
124 H 2.84331 -7.47413 -5.32231  C119 1.091
125 H 3.54886 -6.76662 -6.78178  C119 1.091
126 H 2.79194 -5.73154 -5.57700  C119 1.085

## Properties
HOMO (alpha / beta) in eV: -7.51 / -8.95
Frontier orbital gap (alpha / beta) in eV: 8.016 / 9.458
M in g mol⁻¹: 851.972
E_tot in a.u.: -5443.42396
Spin multiplicity: 2
LUMO (alpha / beta) in hartree: 0.019 / 0.019